This record from the OMol25 dataset describes a 10-piece molecular cluster, C54H120O30 overall in a non-equilibrium geometry. The level of theory is ωB97M-V with the def2-TZVPD basis set.

Geometry as XYZ:
```
204
C54H120O30 | the OMol25 dataset | ωB97M-V with the def2-TZVPD basis set
C 4.905 -1.046 -0.331
C 6.051 -0.450 -1.037
O 6.856 0.127 0.019
C 6.369 -0.284 1.184
O 6.798 -0.119 2.298
O 5.218 -0.972 0.996
H 4.834 -2.082 -0.550
H 3.953 -0.594 -0.581
H 5.850 0.358 -1.726
H 6.644 -1.242 -1.511
C -0.778 -0.572 -0.132
C 0.129 -0.824 -1.237
O 1.067 0.256 -1.051
C 1.067 0.712 0.186
O 1.758 1.613 0.562
O 0.022 0.108 0.876
H -1.258 -1.447 0.284
H -1.614 0.133 -0.339
H -0.368 -0.722 -2.179
H 0.679 -1.762 -1.129
C 2.875 -2.385 3.463
O 3.720 -2.789 4.526
C 3.913 -1.630 5.316
C 4.675 -1.874 6.567
O 4.012 -2.808 7.384
C 4.575 -3.068 8.676
C 3.642 -3.999 9.539
O 4.219 -4.021 10.901
C 3.802 -2.928 11.703
H 1.916 -1.982 3.828
H 2.668 -3.300 2.919
H 3.396 -1.637 2.843
H 2.943 -1.206 5.620
H 4.524 -0.896 4.724
H 4.822 -0.890 7.060
H 5.745 -2.182 6.451
H 4.679 -2.084 9.251
H 5.551 -3.568 8.537
H 3.666 -5.022 9.207
H 2.652 -3.567 9.524
H 3.583 -1.983 11.137
H 4.668 -2.644 12.327
H 2.960 -3.230 12.320
C -11.167 2.766 0.215
O -11.200 3.554 1.418
C -9.977 3.520 2.128
C -9.599 2.238 2.817
O -8.714 1.535 2.009
C -8.185 0.315 2.619
C -7.564 -0.540 1.516
O -6.496 0.292 0.980
C -6.176 0.085 -0.373
H -11.249 1.701 0.413
H -10.191 2.972 -0.252
H -12.030 3.132 -0.345
H -10.069 4.308 2.884
H -9.193 3.757 1.383
H -10.478 1.632 3.040
H -9.265 2.481 3.840
H -8.958 -0.283 3.101
H -7.447 0.626 3.342
H -8.326 -0.657 0.759
H -7.145 -1.487 1.974
H -5.814 -0.922 -0.568
H -5.382 0.790 -0.572
H -7.055 0.140 -0.986
C 4.473 2.928 -2.125
O 4.568 2.015 -3.255
C 3.267 1.474 -3.435
C 3.350 0.217 -4.234
O 3.640 -0.829 -3.358
C 3.880 -2.053 -4.077
C 5.353 -2.162 -4.288
O 5.562 -3.551 -4.614
C 6.900 -3.968 -4.836
H 4.533 2.428 -1.157
H 3.537 3.463 -2.173
H 5.288 3.645 -2.198
H 2.595 2.231 -3.865
H 2.782 1.207 -2.487
H 4.134 0.276 -5.018
H 2.369 0.154 -4.661
H 3.184 -2.104 -4.913
H 3.621 -2.803 -3.287
H 5.841 -1.921 -3.352
H 5.660 -1.477 -5.071
H 6.887 -4.908 -5.411
H 7.364 -4.170 -3.828
H 7.561 -3.196 -5.326
C 6.766 4.311 5.844
O 5.415 3.962 6.152
C 5.322 2.926 7.122
C 3.925 2.410 7.343
O 3.407 1.709 6.232
C 2.706 2.588 5.344
C 1.847 1.832 4.406
O 0.488 1.916 4.919
C -0.374 1.035 4.167
H 6.743 4.953 4.973
H 7.371 3.409 5.616
H 7.295 5.000 6.600
H 5.699 3.185 8.109
H 5.954 2.094 6.842
H 3.284 3.237 7.608
H 4.027 1.688 8.188
H 3.415 3.190 4.783
H 2.126 3.358 5.878
H 2.188 0.773 4.383
H 1.772 2.182 3.383
H -1.381 1.400 4.205
H -0.286 0.029 4.637
H -0.115 0.917 3.100
C -6.711 6.264 0.459
O -6.077 5.209 1.108
C -6.412 5.310 2.542
C -6.123 3.938 3.107
O -4.808 3.724 3.688
C -3.719 4.223 2.871
C -3.669 3.466 1.552
O -2.884 2.291 1.738
C -3.443 1.286 2.559
H -7.763 6.096 0.601
H -6.451 6.174 -0.588
H -6.491 7.240 0.939
H -7.512 5.412 2.538
H -5.901 6.130 3.001
H -6.398 3.237 2.295
H -6.822 3.740 3.961
H -2.777 4.107 3.472
H -3.920 5.275 2.696
H -3.156 4.089 0.795
H -4.670 3.371 1.068
H -3.632 1.575 3.602
H -2.733 0.466 2.598
H -4.403 0.904 2.171
C -0.253 3.358 -1.169
O -1.168 2.484 -1.858
C -2.500 2.882 -1.783
C -3.403 2.006 -2.655
O -3.248 0.677 -2.363
C -3.691 -0.212 -3.385
C -3.270 -1.618 -2.981
O -3.687 -2.587 -3.936
C -5.012 -2.967 -3.749
H -0.445 3.289 -0.108
H -0.387 4.423 -1.460
H 0.799 3.108 -1.352
H -2.483 3.947 -2.038
H -2.841 2.702 -0.755
H -3.077 2.259 -3.669
H -4.462 2.330 -2.536
H -3.312 0.056 -4.363
H -4.795 -0.129 -3.373
H -3.717 -1.771 -1.974
H -2.157 -1.660 -2.941
H -5.626 -2.086 -3.700
H -5.210 -3.421 -2.781
H -5.342 -3.679 -4.515
C -0.243 1.427 -4.725
O 0.159 0.338 -5.693
C 0.358 0.788 -7.011
C 1.005 -0.321 -7.778
O 1.068 0.023 -9.159
C 1.512 -1.047 -10.011
C 0.537 -2.174 -10.139
O -0.850 -1.840 -10.069
C -1.367 -1.141 -11.240
H 0.611 2.087 -4.560
H -0.616 0.931 -3.849
H -1.111 2.028 -5.077
H 0.995 1.722 -7.022
H -0.518 1.108 -7.604
H 0.492 -1.241 -7.662
H 2.053 -0.449 -7.438
H 2.464 -1.412 -9.710
H 1.598 -0.506 -10.941
H 0.727 -2.843 -9.308
H 0.791 -2.701 -11.119
H -2.428 -0.938 -11.040
H -1.219 -1.648 -12.201
H -0.753 -0.224 -11.268
C 5.543 -4.272 1.130
O 4.995 -4.637 -0.176
C 3.740 -5.235 -0.102
C 3.108 -5.539 -1.459
O 2.243 -4.498 -1.839
C 1.657 -4.820 -3.112
C 0.728 -3.654 -3.463
O -0.443 -3.634 -2.612
C -1.408 -4.537 -3.099
H 4.838 -3.765 1.756
H 6.427 -3.674 0.975
H 5.867 -5.160 1.615
H 3.049 -4.538 0.400
H 3.753 -6.159 0.572
H 2.515 -6.437 -1.531
H 3.850 -5.717 -2.247
H 1.147 -5.757 -3.059
H 2.513 -4.873 -3.815
H 0.467 -3.627 -4.540
H 1.255 -2.722 -3.190
H -0.970 -5.508 -3.222
H -1.860 -4.122 -3.997
H -2.169 -4.456 -2.321
```

Its HOMO-LUMO gap is 9.40 eV. As for the SMILES: COCCOCCOC.COCCOCCOC.COCCOCCOC.COCCOCCOC.COCCOCCOC.COCCOCCOC.COCCOCCOC.COCCOCCOC.O=C1OCCO1.O=C1OCCO1. The charge is 0. For the energy above the lowest of the compared OMol25 structures with the same formula, charge and spin, the calculation gives 5.2729 eV.

Mulliken population analysis, charges in e, atoms 1 to 99: 1.6164 -0.0658 -0.4519 0.4374 -0.5908 -0.1837 -0.2913 -0.8084 0.1620 0.1579 0.0000 0.9906 0.4897 -0.3492 -0.5457 -0.3333 0.7261 -0.4646 -0.7453 -0.2029 -0.6489 -0.4745 0.0639 -0.6376 -0.2940 -0.2910 -0.4400 -0.3818 -0.6288 0.3964 0.4040 0.1779 0.1191 0.3239 0.1125 0.3873 0.1663 0.2121 0.3068 0.3316 0.2707 0.2497 0.2581 -0.5956 -0.5043 -0.3505 -0.6973 -0.0980 -0.7748 -0.6138 -0.1070 -0.9368 0.2054 0.2687 0.2583 0.3214 0.2298 0.5472 0.4219 0.4545 0.3421 0.3861 0.3132 0.4598 -0.0134 0.4666 -0.7377 -0.5102 -0.3268 -0.3792 0.8685 -0.2557 0.1839 -0.3111 -0.7741 0.1861 0.3331 0.3034 0.4527 -0.0501 0.3082 0.0438 0.2942 -0.4536 -0.2759 0.4447 0.2423 0.2466 0.2991 -0.6888 -0.2884 -0.5237 -0.6833 -0.1530 -0.7800 0.5241 -0.5179 0.1169 0.2541